1.
# C10H16

A cluster of 2 separate species, C10H16 in total in a non-equilibrium geometry (wB97M-V/def2-TZVPD, the Open Molecules 2025 dataset).

Output
HOMO = -9.0 eV
LUMO energy = 0.97 eV
M = 136.24 g/mol
Orbital gap = 10.0 eV
Energy above the lowest of the compared OMol25 structures with the same formula, charge and spin = 0.527 eV
SMILES string = CCc1ccccc1.CC

ORCA input file:
```
! wB97M-V def2-TZVPD RIJCOSX def2/J DEFGRID3
* xyz 0 1
C 2.46 1.43 1.46
C 1.74 0.28 0.79
C 0.73 0.69 -0.25
C 0.98 0.48 -1.60
C -0.02 0.68 -2.55
C -1.27 1.11 -2.15
C -1.49 1.47 -0.82
C -0.49 1.24 0.11
H 3.36 1.69 0.91
H 2.77 1.27 2.49
H 1.87 2.35 1.49
H 2.45 -0.43 0.37
H 1.20 -0.37 1.49
H 1.92 0.10 -1.99
H 0.17 0.46 -3.59
H -2.12 1.05 -2.83
H -2.47 1.88 -0.57
H -0.72 1.37 1.16
C -2.00 -2.83 1.43
C -0.64 -3.26 1.99
H -1.88 -2.27 0.50
H -2.66 -3.66 1.22
H -2.48 -2.14 2.12
H 0.25 -3.13 1.38
H -0.61 -4.32 2.28
H -0.44 -2.73 2.92
*
```



2.
# C10H16

A cluster of 2 separate species, C10H16 in total in a non-equilibrium geometry (wB97M-V/def2-TZVPD, the Open Molecules 2025 dataset).

Output
HOMO = -9.1 eV
LUMO energy = 1.05 eV
M = 136.24 g/mol
Orbital gap = 10.1 eV
Energy above the lowest of the compared OMol25 structures with the same formula, charge and spin = 0.734 eV
SMILES string = Cc1ccccc1.CCC

ORCA input file:
```
! wB97M-V def2-TZVPD RIJCOSX def2/J DEFGRID3
* xyz 0 1
C -4.07 -2.25 0.53
C -2.79 -1.41 0.63
C -1.75 -1.58 -0.26
C -0.59 -0.81 -0.09
C -0.48 0.09 0.97
C -1.54 0.25 1.86
C -2.63 -0.59 1.73
H -4.89 -1.68 0.96
H -3.93 -3.18 1.07
H -4.29 -2.36 -0.53
H -1.81 -2.38 -0.98
H 0.25 -0.86 -0.78
H 0.38 0.75 1.02
H -1.52 0.97 2.66
H -3.34 -0.68 2.54
C 2.01 2.27 -1.26
C 3.17 1.56 -0.50
C 3.89 0.50 -1.34
H 1.94 1.72 -2.20
H 2.18 3.34 -1.31
H 1.06 2.15 -0.72
H 3.83 2.31 -0.03
H 2.78 1.14 0.43
H 4.42 0.90 -2.20
H 4.60 0.08 -0.62
H 3.15 -0.25 -1.61
*
```



3.
# C10H16

A cluster of 2 separate species, C10H16 in total in a non-equilibrium geometry (wB97M-V/def2-TZVPD, the Open Molecules 2025 dataset).

Output
HOMO (alpha / beta) = -14.7 / -14.7 eV
Expectation value of S² = 0.768
LUMO energy (alpha / beta) = -4.45 / -8.03 eV
M = 136.24 g/mol
Orbital gap (alpha / beta) = 10.3 / 6.7 eV
Energy above the lowest of the compared OMol25 structures with the same formula, charge and spin = 0.330 eV

ORCA input file:
```
! wB97M-V def2-TZVPD RIJCOSX def2/J DEFGRID3
* xyz 1 2
C -0.51 -3.50 -0.63
C 0.91 -3.40 -1.20
H -0.91 -4.50 -0.76
H -0.54 -3.13 0.39
H -1.17 -2.83 -1.19
H 1.32 -2.40 -1.06
H 0.88 -3.62 -2.27
H 1.60 -4.14 -0.79
C -1.05 0.22 -1.17
C -1.26 1.23 -2.33
C -0.32 0.78 -0.01
C -0.28 2.17 0.33
C 0.16 -0.18 0.92
C 0.54 2.57 1.33
C 0.87 0.23 2.01
C 1.19 1.61 2.15
H -2.02 -0.12 -0.84
H -0.43 -0.62 -1.51
H -2.15 1.82 -2.12
H -0.83 2.86 -0.30
H 0.10 -1.25 0.73
H 0.63 3.63 1.55
H 1.03 -0.47 2.81
H 2.02 1.97 2.74
H -1.53 0.71 -3.26
H -0.34 1.76 -2.48
*
```